Record 1
H12MnO6 as an isolated structure at a distorted geometry, computed with ωB97M-V/def2-TZVPD.

Cartesian coordinates (Å):
Mn1 -42.33153 32.38715 0.43147
O1 -40.66316 32.32667 -0.74820
H1 -40.62888 31.63101 -1.40479
H2 -39.92399 32.89575 -0.96268
O2 -42.89101 30.64258 -0.85939
H3 -43.11337 30.67821 -1.78973
H4 -42.71691 29.71680 -0.68955
O3 -43.93939 32.69459 1.69208
H5 -44.81733 32.34988 1.52888
H6 -43.93473 32.90730 2.62533
O4 -41.50670 34.19502 1.26062
H7 -42.00275 34.94775 1.58243
H8 -40.64150 34.28970 1.65897
O5 -43.50090 33.58400 -0.89766
H9 -44.21081 33.05801 -1.26590
H10 -43.67429 34.47250 -1.20867
O6 -41.27568 31.20771 1.86424
H11 -41.75934 30.38909 1.97452
H12 -40.52713 31.12568 2.45515

## Properties
Multiplicity   7
Charge   +3
Gap between HOMO and LUMO (alpha / beta)   0.447 / 0.163 Eh
DFT total energy   -43766.379 eV
E_HOMO (alpha / beta)   -23.40 / -24.90 eV
Energy relative to the best compared isomer or geometry (same formula, charge and spin)   23.8 kJ/mol
<S²>   12.008

***

Record 2
One molecule with the formula C22H31N5O2 at a distorted geometry, computed with ωB97M-V/def2-TZVPD.

Cartesian coordinates (Å):
C1 -0.53635 -2.77030 -2.25026
C2 0.11722 -1.52351 -1.73240
N1 -0.59989 -0.40524 -1.78033
C3 -0.00231 0.71045 -1.34413
N2 1.23727 0.79031 -0.86503
C4 1.93869 -0.33724 -0.79072
N3 3.20662 -0.19502 -0.31733
H1 3.37134 0.69228 0.13559
C5 4.02339 -1.29998 0.13538
C6 5.38873 -0.81527 0.48883
C7 6.61112 -1.06409 -0.06128
C8 7.54736 -0.31822 0.69684
C9 6.82303 0.32948 1.64673
O1 5.51800 0.03527 1.53070
H2 7.10575 1.00142 2.43245
H3 8.60672 -0.27392 0.54981
H4 6.81997 -1.69816 -0.89814
H5 3.57062 -1.79356 1.01146
H6 4.11517 -2.03416 -0.66966
C10 1.40622 -1.55532 -1.23284
H7 1.96112 -2.47666 -1.19050
N4 -0.69378 1.86898 -1.45002
C11 -0.19436 3.08367 -0.85676
H8 -0.48408 3.91514 -1.50831
C12 -0.77320 3.27344 0.55620
H9 -0.11664 2.79769 1.28537
H10 -0.84420 4.33685 0.78772
C13 -2.14985 2.60064 0.65558
C14 -1.97478 1.14922 1.13487
O2 -0.96470 0.75344 1.67798
N5 -3.06603 0.37500 0.97549
H11 -3.87897 0.74215 0.51251
C15 -3.08679 -1.03728 1.29112
C16 -3.25630 -1.86980 0.01647
C17 -4.65772 -1.73478 -0.57396
C18 -5.71668 -2.10195 0.46123
C19 -5.58210 -1.22061 1.69936
C20 -4.18797 -1.35774 2.30699
H12 -4.04805 -2.38350 2.65327
H13 -4.08640 -0.69518 3.16869
H14 -6.33081 -1.50602 2.44148
H15 -5.77156 -0.17860 1.43019
H16 -6.71474 -1.99145 0.03138
H17 -5.59080 -3.14802 0.74957
H18 -4.74751 -2.38775 -1.44448
H19 -4.82382 -0.71131 -0.91970
H20 -3.07085 -2.91753 0.26060
H21 -2.50843 -1.54922 -0.71000
H22 -2.10732 -1.24655 1.73473
C21 -2.85813 2.71096 -0.69904
H23 -3.90319 2.39948 -0.65050
C22 -2.10633 1.87525 -1.74544
H24 -2.27170 2.29291 -2.74836
H25 -2.44100 0.83667 -1.74931
H26 -2.85843 3.76394 -0.99012
H27 -2.74744 3.10276 1.42603
H28 0.89172 3.01829 -0.82263
H29 0.13695 -3.29204 -2.92735
H30 -0.77205 -3.43934 -1.42382
H31 -1.45318 -2.51838 -2.77542

## Properties
Multiplicity   1
Charge   0
Gap between HOMO and LUMO   0.315 Eh
DFT total energy   -34864.281 eV
E_HOMO   -7.76 eV
Energy relative to the best compared isomer or geometry (same formula, charge and spin)   137.4 kJ/mol
SMILES   Cc1cc(NCc2ccco2)nc(N2CCC(C(=O)NC3CCCCC3)CC2)n1